Entry 1:
32
Properties=species:S:1:pos:R:3:nbo_charge:R:1 method="wB97M-V/def2-TZVPD" charge=+1 total_energy_ev=-319572.0934
O 1.0686 3.1390 -2.3329 -0.52
C 0.9158 2.3821 -1.2284 0.77
N 0.7151 1.9276 0.0614 -0.35
N -0.1325 0.8042 0.0170 -0.87
B 0.4453 -0.3623 0.8063 1.29
O -0.0820 -1.7394 0.5279 -0.89
O 1.5409 -0.1550 1.7935 -0.91
P -1.8188 1.2143 0.4282 1.77
O -2.3236 0.7462 2.0285 -0.87
O -2.0232 2.9476 0.1268 -0.89
S -2.9509 0.1805 -0.8290 -0.47
H -0.1271 0.4980 -1.0010 0.50
H 0.7419 -2.3151 0.5529 0.52
H 1.1766 -0.3230 2.7116 0.53
H -1.6393 0.9597 2.7290 0.52
H -2.0896 2.9795 -0.8916 0.52
Br -1.5193 3.5905 -5.7268 0.01
C -1.6685 1.6914 -5.3091 -0.47
C -1.5416 1.4466 -3.8236 -0.46
Br 0.3174 1.5631 -3.2453 0.27
H -0.9084 1.1736 -5.9010 0.24
H -2.6608 1.3995 -5.6647 0.25
H -1.8541 0.4292 -3.5721 0.25
H -2.1099 2.1567 -3.2165 0.22
Br 2.5485 -3.0318 1.6581 -0.03
C 2.8419 -3.6910 3.4700 -0.43
C 1.7855 -3.1734 4.4180 -0.45
Br 2.1192 -1.3130 4.8990 -0.01
H 3.8584 -3.4036 3.7536 0.25
H 2.7866 -4.7803 3.3884 0.25
H 1.8146 -3.7210 5.3643 0.25
H 0.7732 -3.2204 4.0074 0.24

Entry 2:
24
Properties=species:S:1:pos:R:3:lowdin_charge:R:1 method="wB97M-V/def2-TZVPD" charge=+2 total_energy_ev=-29045.8019
C 0.2837 2.2297 1.5554 -0.14
C 0.2156 1.3380 0.3128 -0.45
O 0.8207 1.9947 -0.7508 0.03
C -1.2416 0.9678 0.0130 -0.21
N -1.3289 0.2061 -1.2087 -0.02
C -0.8707 -1.1917 -1.0075 -0.21
C 0.5356 -1.3653 -1.5494 -0.27
O 1.1011 -2.6507 -1.2951 -0.49
P 1.2481 -3.0256 0.2965 0.38
I 3.6403 -2.9869 0.7620 0.34
H -0.1788 3.1865 1.3363 0.12
H 1.3210 2.3560 1.8647 0.12
H -0.2947 1.7167 2.3571 -0.24
H 0.7812 0.4272 0.4859 0.13
H 0.1555 2.4872 -1.2609 0.13
H -1.6556 0.4303 0.8949 0.11
H -1.8205 1.8826 -0.1086 0.14
H -2.3117 0.1510 -1.4488 0.13
H -1.5238 -1.8458 -1.5699 0.13
H -0.9533 -1.4316 0.0488 0.06
H 0.4728 -1.2593 -2.6237 0.14
H 1.2081 -0.5767 -1.2264 0.10
H 1.0747 -4.4193 0.1545 -0.09
Ba -0.5791 1.5041 4.1785 2.07

Highest occupied orbital energy, record by record: -11.84 -13.40 eV
Kohn-Sham gap, record by record: 0.25308 0.15303 hartree